1.
The following is a DFT calculation (ωB97M-V/def2-TZVPD) of a molecular structure, C25H40ClN7O5P2STm in a non-equilibrium geometry.

- Spin multiplicity: 3
- HOMO (spin up / spin down): -3.7 / -3.7 eV
- Total charge: -1
- Expectation value of S²: 2.0020
- Energy above the lowest of the compared OMol25 structures with the same formula, charge and spin: 0.1632 eV

Last column: Mulliken charge in e.
CARTESIAN COORDINATES (ANGSTROEM)
1 Tm 0.043 0.732 0.022  0.28
2 C 3.186 1.179 -3.253  -1.63
3 C 1.859 0.696 -2.686  0.96
4 O 1.485 1.195 -1.580  -0.39
5 C 1.126 -0.206 -3.438  -1.12
6 C -0.135 -0.712 -3.055  1.01
7 C -0.989 -1.370 -4.113  -1.31
8 N -0.576 -0.576 -1.826  0.04
9 N -1.838 -1.109 -1.598  -0.46
10 C -2.463 -0.688 -0.532  0.31
11 O -2.091 0.221 0.304  0.08
12 C -3.749 -1.393 -0.309  0.00
13 C -4.390 -2.052 -1.356  -0.62
14 C -5.564 -2.742 -1.131  -0.73
15 C -6.134 -2.767 0.134  -0.53
16 C -5.499 -2.118 1.179  -1.03
17 C -4.313 -1.442 0.961  0.46
18 H 3.888 1.341 -2.438  0.32
19 H 3.019 2.129 -3.759  0.29
20 H 3.593 0.461 -3.959  0.39
21 H 1.503 -0.493 -4.410  0.21
22 H -0.395 -1.620 -4.991  0.42
23 H -1.772 -0.666 -4.397  0.24
24 H -1.461 -2.262 -3.707  0.29
25 H -3.929 -2.011 -2.330  0.51
26 H -6.042 -3.279 -1.937  0.39
27 H -7.054 -3.308 0.316  0.38
28 H -5.940 -2.145 2.169  0.33
29 H -3.778 -0.971 1.771  0.42
30 C -2.482 3.213 1.806  -0.99
31 N -2.513 2.302 2.943  0.42
32 C -3.777 1.600 3.062  -0.86
33 P -1.053 1.549 3.220  -0.31
34 O -0.066 1.507 2.142  0.50
35 O -1.403 0.067 3.799  0.20
36 P -0.833 -1.351 3.155  0.08
37 O -0.409 -1.290 1.766  -0.83
38 N 0.364 -1.864 4.192  0.54
39 C 0.121 -1.989 5.608  -0.91
40 C 1.770 -1.751 3.851  -0.62
41 N -2.187 -2.281 3.446  0.80
42 C -2.325 -3.494 2.676  -1.14
43 C -3.112 -2.146 4.542  -1.02
44 N -0.417 2.389 4.517  0.40
45 C -1.189 2.820 5.654  -1.01
46 C 0.991 2.198 4.783  -0.94
47 H -3.124 4.070 2.025  0.38
48 H -2.806 2.725 0.879  0.20
49 H -1.463 3.566 1.657  0.35
50 H -4.550 2.345 3.272  0.45
51 H -3.732 0.888 3.884  0.22
52 H -4.032 1.068 2.141  0.21
53 H -0.939 -2.125 5.795  0.20
54 H 0.458 -1.103 6.162  0.20
55 H 0.660 -2.863 5.993  0.38
56 H 1.894 -1.439 2.810  -0.04
57 H 2.255 -2.718 4.008  0.28
58 H 2.270 -1.007 4.476  0.25
59 H -1.570 -3.488 1.893  0.26
60 H -3.318 -3.541 2.220  0.36
61 H -2.185 -4.385 3.301  0.30
62 H -2.905 -1.227 5.086  0.27
63 H -3.038 -3.001 5.231  0.35
64 H -4.142 -2.105 4.169  0.13
65 H -2.229 2.928 5.359  0.26
66 H -0.817 3.794 5.988  0.35
67 H -1.123 2.117 6.496  0.26
68 H 1.476 1.875 3.864  0.16
69 H 1.166 1.448 5.565  0.21
70 H 1.433 3.144 5.104  0.35
71 S -1.468 2.885 -1.531  -0.50
72 C -0.272 3.843 -0.811  0.56
73 C -0.096 5.209 -1.124  -0.97
74 C 0.900 5.922 -0.511  -0.09
75 C 1.728 5.273 0.410  -1.02
76 C 1.482 3.942 0.685  -0.49
77 N 0.510 3.239 0.120  0.37
78 H -0.750 5.649 -1.858  0.44
79 H 1.058 6.970 -0.740  0.36
80 H 2.554 5.783 0.880  0.40
81 H 2.090 3.394 1.399  0.41
82 Cl 2.235 -0.070 1.035  -0.63

Forces on atoms 1 to 2 (eV/Å):
0.523 0.834 -0.775
-0.332 -0.038 0.269

2.
The following is a DFT calculation (ωB97M-V/def2-TZVPD) of 3 unconnected molecules or ions with the total composition C26H53BrClFN2O2 in a non-equilibrium geometry.

- SMILES: CCC[C@H](C)[C@@H]1OC(=O)[C@]([C@H](C)F)([C@H](Cl)CC)[C@H]1Br.CCN(CC)CC.CCN(CC)CC
- Spin multiplicity: 1
- HOMO: -7.9 eV
- Total charge: 0

Last column: Mulliken charge in e.
CARTESIAN COORDINATES (ANGSTROEM)
1 C -0.629 2.562 3.670  -0.70
2 C -0.187 4.064 4.013  -0.55
3 C 0.450 4.870 2.785  -0.72
4 C 1.927 4.320 2.365  0.51
5 C 2.791 5.531 1.778  -1.41
6 C 1.685 3.110 1.353  0.44
7 O 2.012 1.798 1.946  -0.45
8 C 1.535 0.864 0.971  -0.89
9 O 0.877 -0.162 1.174  -0.51
10 C 2.062 1.508 -0.432  2.42
11 C 0.854 1.306 -1.460  -0.08
12 C 1.252 1.344 -3.005  -1.18
13 F -0.230 2.233 -1.164  -0.37
14 C 3.238 0.470 -0.822  -0.84
15 Cl 3.996 -0.357 0.645  -0.15
16 C 4.440 1.137 -1.658  0.02
17 C 5.579 -0.018 -1.816  -1.12
18 C 2.495 3.022 -0.028  -1.26
19 Br 2.198 4.372 -1.441  -0.12
20 H -1.069 2.423 2.627  0.09
21 H 0.282 1.880 3.847  0.13
22 H -1.420 2.227 4.419  0.43
23 H -1.154 4.625 4.299  0.30
24 H 0.532 4.090 4.896  0.32
25 H 0.524 6.005 2.973  0.39
26 H -0.264 4.753 1.886  0.30
27 H 2.415 4.014 3.356  0.31
28 H 3.721 5.218 1.197  0.25
29 H 3.059 6.314 2.571  0.39
30 H 2.112 6.074 1.018  0.30
31 H 0.588 2.959 1.086  0.09
32 H 0.398 0.264 -1.275  0.24
33 H 2.094 0.638 -3.292  0.29
34 H 1.525 2.377 -3.399  0.27
35 H 0.331 1.011 -3.614  0.29
36 H 2.761 -0.376 -1.441  0.53
37 H 4.929 2.011 -1.093  0.13
38 H 4.083 1.445 -2.695  0.31
39 H 6.297 -0.038 -0.935  0.28
40 H 6.160 0.181 -2.778  0.36
41 H 5.053 -1.023 -1.939  0.30
42 H 3.589 2.949 0.277  0.58
43 C -0.659 -7.162 0.701  -1.43
44 C 0.448 -6.266 1.245  -0.28
45 N 1.012 -5.349 0.260  0.14
46 C 2.223 -4.678 0.728  -0.74
47 C 2.090 -3.720 1.909  -0.50
48 C 0.059 -4.491 -0.437  -1.04
49 C -0.803 -3.554 0.409  0.06
50 H -0.307 -7.752 -0.149  0.33
51 H -0.987 -7.856 1.479  0.43
52 H -1.535 -6.589 0.389  0.29
53 H 1.245 -6.927 1.603  0.46
54 H 0.065 -5.733 2.125  0.24
55 H 2.684 -4.142 -0.109  0.34
56 H 2.953 -5.451 1.000  0.37
57 H 1.648 -2.768 1.613  -0.17
58 H 3.084 -3.491 2.311  0.39
59 H 1.503 -4.140 2.729  0.29
60 H -0.608 -5.128 -1.028  0.42
61 H 0.591 -3.897 -1.189  0.28
62 H -1.190 -4.035 1.309  0.27
63 H -1.666 -3.221 -0.176  -0.03
64 H -0.257 -2.657 0.700  -0.07
65 C -2.936 1.742 -3.290  -1.10
66 C -4.267 1.132 -2.867  -0.40
67 N -4.158 -0.224 -2.340  0.16
68 C -5.453 -0.878 -2.168  -0.66
69 C -6.414 -0.289 -1.137  -0.97
70 C -3.218 -0.411 -1.239  -0.37
71 C -3.443 0.404 0.034  -1.02
72 H -2.440 1.123 -4.043  0.30
73 H -3.104 2.730 -3.726  0.48
74 H -2.257 1.874 -2.445  -0.01
75 H -4.906 1.113 -3.756  0.47
76 H -4.749 1.810 -2.150  0.25
77 H -5.294 -1.937 -1.936  0.34
78 H -5.961 -0.880 -3.140  0.43
79 H -6.123 -0.545 -0.118  0.23
80 H -7.416 -0.704 -1.289  0.39
81 H -6.502 0.796 -1.215  0.27
82 H -2.209 -0.194 -1.608  0.11
83 H -3.179 -1.474 -0.974  0.16
84 H -3.710 1.443 -0.173  0.25
85 H -2.525 0.418 0.629  0.32
86 H -4.217 -0.036 0.662  0.37

Forces on atoms 1 to 2 (eV/Å):
0.725 -0.131 0.938
-0.898 0.609 -0.606

3.
The following is a DFT calculation (ωB97M-V/def2-TZVPD) of a molecular structure, C2H2O3Yb in a non-equilibrium geometry.

- Spin multiplicity: 2
- HOMO (spin up / spin down): -10.3 / -13.7 eV
- Total charge: +1
- Expectation value of S²: 0.7509

Last column: Mulliken charge in e.
CARTESIAN COORDINATES (ANGSTROEM)
1 H -0.759 0.244 1.372  0.31
2 O -1.261 -1.209 -0.098  -0.14
3 O 0.092 -1.629 -0.358  -0.07
4 C -0.658 0.110 0.284  0.19
5 C 0.658 -0.501 -0.135  -0.02
6 Yb 3.304 -0.052 -0.130  0.83
7 O -1.008 1.159 -0.501  -0.44
8 H -0.369 1.879 -0.434  0.34

Forces on atoms 1 to 2 (eV/Å):
-0.216 0.006 -0.202
-0.340 0.787 0.082

4.
The following is a DFT calculation (ωB97M-V/def2-TZVPD) of 3 unconnected molecules or ions with the total composition C12H23F6INO4P in a non-equilibrium geometry.

- SMILES: CCOC(=O)C(F)(F)F.CCOC(=O)C(F)(F)F.CCCCN[PH3]I
- Spin multiplicity: 1
- HOMO: -8.5 eV
- Total charge: 0

Last column: Mulliken charge in e.
CARTESIAN COORDINATES (ANGSTROEM)
1 C -0.737 -1.965 4.127  -0.95
2 C -2.060 -2.653 3.761  -0.12
3 C -1.889 -4.086 3.251  -0.79
4 C -1.206 -4.279 1.882  -0.63
5 N -1.504 -3.265 0.871  -0.44
6 P -0.267 -2.213 0.308  0.20
7 I 1.505 -0.423 -0.626  -0.25
8 H -0.818 -1.402 5.062  0.34
9 H -0.403 -1.251 3.373  0.03
10 H 0.071 -2.695 4.256  0.35
11 H -2.612 -2.039 3.035  0.15
12 H -2.706 -2.700 4.646  0.35
13 H -1.284 -4.626 3.994  0.36
14 H -2.864 -4.591 3.229  0.34
15 H -0.112 -4.335 2.008  0.36
16 H -1.506 -5.266 1.501  0.32
17 H -2.371 -2.779 1.049  0.29
18 H 0.402 -1.992 1.504  0.02
19 H -1.188 -1.335 -0.224  0.05
20 H 0.383 -3.104 -0.522  0.16
21 C 4.684 0.791 -2.726  -0.78
22 C 4.516 2.282 -2.575  -0.23
23 O 5.661 3.005 -3.107  -0.31
24 C 5.673 3.196 -4.408  0.34
25 O 4.858 2.865 -5.215  -0.51
26 C 6.939 4.003 -4.804  0.90
27 F 8.030 3.537 -4.205  -0.25
28 F 6.786 5.280 -4.446  -0.26
29 F 7.129 3.958 -6.109  -0.24
30 H 5.606 0.458 -2.249  0.28
31 H 3.842 0.297 -2.242  0.00
32 H 4.705 0.500 -3.776  0.30
33 H 4.482 2.581 -1.531  0.31
34 H 3.620 2.641 -3.079  0.32
35 C -5.980 1.184 -0.169  -1.08
36 C -4.814 1.920 -0.785  -0.23
37 O -3.807 2.234 0.214  -0.34
38 C -2.970 1.272 0.519  0.33
39 O -2.938 0.160 0.077  -0.52
40 C -1.937 1.779 1.562  0.88
41 F -2.539 2.428 2.550  -0.27
42 F -1.075 2.599 0.979  -0.26
43 F -1.267 0.759 2.080  -0.16
44 H -6.408 1.763 0.649  0.31
45 H -6.750 1.032 -0.925  0.37
46 H -5.673 0.210 0.209  0.30
47 H -5.105 2.893 -1.173  0.32
48 H -4.341 1.345 -1.580  0.32

Forces on atoms 1 to 2 (eV/Å):
0.146 0.078 0.121
-0.065 0.040 0.003

5.
The following is a DFT calculation (ωB97M-V/def2-TZVPD) of 2 unconnected molecules or ions with the total composition C3H9N3 in a non-equilibrium geometry.

- Spin multiplicity: 1
- HOMO: -8.2 eV
- Total charge: 0
- Energy above the lowest of the compared OMol25 structures with the same formula, charge and spin: 6.4802 eV

Last column: Mulliken charge in e.
CARTESIAN COORDINATES (ANGSTROEM)
1 C -1.997 0.699 1.347  -0.87
2 C 1.838 -1.599 -0.275  -0.82
3 C 0.343 1.408 -1.144  -0.42
4 N -0.417 -0.875 -0.882  -0.91
5 N 0.684 -0.807 0.067  -0.05
6 N 0.248 0.181 -0.872  0.59
7 H -1.678 0.391 2.348  0.25
8 H -1.207 1.102 0.720  0.05
9 H -2.849 1.301 1.615  0.33
10 H 2.756 -1.060 -0.208  0.32
11 H 1.956 -2.403 0.368  0.33
12 H 1.934 -2.111 -1.294  0.30
13 H -0.354 1.907 -1.800  0.29
14 H 1.014 2.003 -0.703  0.34
15 H -2.272 -0.138 0.713  0.26

Forces on atoms 1 to 2 (eV/Å):
0.018 -0.778 0.347
1.134 -0.077 -3.297

6.
The following is a DFT calculation (ωB97M-V/def2-TZVPD) of a molecular structure, C4H11O3Rb in a non-equilibrium geometry.

- Spin multiplicity: 1
- HOMO: -7.2 eV
- Total charge: 0

Last column: Mulliken charge in e.
CARTESIAN COORDINATES (ANGSTROEM)
1 Rb 15.363 -6.532 -5.284  0.96
2 C 16.002 -10.963 -3.300  -1.06
3 C 15.187 -9.626 -3.412  -0.09
4 O 16.039 -8.507 -3.248  -0.93
5 H 16.458 -11.102 -2.320  0.30
6 H 16.892 -11.055 -3.923  0.19
7 H 15.375 -11.829 -3.512  0.36
8 H 14.431 -9.581 -2.628  0.26
9 H 14.696 -9.501 -4.377  0.16
10 C 19.612 -9.544 -4.024  -0.36
11 C 19.387 -8.185 -4.678  -0.36
12 O 18.093 -7.972 -5.148  -0.53
13 O 19.017 -9.635 -2.717  -0.56
14 H 20.668 -9.806 -3.958  0.34
15 H 19.168 -10.349 -4.610  0.22
16 H 19.975 -8.152 -5.595  0.29
17 H 19.623 -7.420 -3.938  0.25
18 H 17.385 -8.132 -4.519  0.36
19 H 18.088 -9.408 -2.798  0.21

Forces on atoms 1 to 2 (eV/Å):
0.329 -0.555 0.523
-0.557 0.206 -0.027

7.
The following is a DFT calculation (ωB97M-V/def2-TZVPD) of 2 unconnected molecules or ions with the total composition C2H2O in a non-equilibrium geometry.

- Spin multiplicity: 1
- HOMO (spin up / spin down): -11.6 / -11.6 eV
- Total charge: 0
- Energy above the lowest of the compared OMol25 structures with the same formula, charge and spin: 8.0096 eV

Last column: Mulliken charge in e.
CARTESIAN COORDINATES (ANGSTROEM)
1 C -1.543 2.876 0.379  0.11
2 C -1.410 1.722 0.201  -0.12
3 O 0.600 -1.299 -0.218  -0.65
4 H 0.890 -2.247 -0.603  0.33
5 H 1.463 -1.052 0.241  0.32

Forces on atoms 1 to 2 (eV/Å):
-1.125 9.779 1.511
1.136 -9.798 -1.514

8.
The following is a DFT calculation (ωB97M-V/def2-TZVPD) of a molecular structure, C20H16AgN4O3 in a non-equilibrium geometry.

- Spin multiplicity: 1
- HOMO: -4.5 eV
- Total charge: -1
- Energy above the lowest of the compared OMol25 structures with the same formula, charge and spin: 0.2643 eV

Last column: Mulliken charge in e.
CARTESIAN COORDINATES (ANGSTROEM)
1 Ag -0.457 -0.081 -0.249  0.17
2 C 3.484 -0.290 1.838  -1.33
3 C 2.156 0.259 1.381  0.49
4 N 1.739 0.155 0.147  -0.10
5 N 2.539 -0.385 -0.767  -0.61
6 C 1.950 -1.015 -1.770  0.50
7 O 0.759 -1.417 -1.764  -0.78
8 C 2.835 -1.375 -2.906  0.34
9 C 2.283 -1.669 -4.151  -0.42
10 C 3.092 -2.067 -5.199  -0.49
11 C 4.460 -2.198 -5.017  -0.34
12 C 5.016 -1.904 -3.780  -0.63
13 C 4.212 -1.490 -2.735  -0.14
14 C 1.266 0.835 2.353  0.57
15 C 1.679 1.134 3.667  -0.66
16 C 0.749 1.555 4.591  -0.34
17 C -0.576 1.711 4.198  -0.66
18 C -0.891 1.458 2.870  -0.33
19 N -0.017 1.021 1.987  0.04
20 H 3.923 -0.855 1.020  0.33
21 H 3.344 -0.942 2.701  0.34
22 H 4.169 0.512 2.115  0.29
23 H 1.213 -1.586 -4.266  0.42
24 H 2.659 -2.281 -6.167  0.37
25 H 5.086 -2.546 -5.830  0.36
26 H 6.085 -2.007 -3.643  0.36
27 H 4.627 -1.264 -1.763  0.37
28 H 2.712 1.020 3.954  0.32
29 H 1.049 1.757 5.612  0.40
30 H -1.332 2.018 4.902  0.38
31 H -1.900 1.596 2.506  0.46
32 O -4.620 -0.617 0.055  -0.71
33 C -3.396 -0.637 -0.063  0.47
34 O -2.659 0.261 -0.529  -0.67
35 C -2.701 -1.940 0.405  0.57
36 C -3.361 -3.156 0.256  -0.56
37 C -2.742 -4.318 0.675  -0.26
38 C -1.486 -4.224 1.258  -0.68
39 C -0.913 -2.970 1.387  -0.30
40 N -1.496 -1.852 0.969  -0.13
41 H -4.343 -3.154 -0.191  0.43
42 H -3.223 -5.280 0.558  0.39
43 H -0.965 -5.100 1.616  0.37
44 H 0.054 -2.845 1.859  0.40

Forces on atoms 1 to 2 (eV/Å):
-0.366 0.410 -0.190
-0.237 0.130 -0.294